Below is a structure of composition C39H60N7O2PS2Ti, with properties calculated with ωB97M-V/def2-TZVPD.

Properties
* total energy: -4043.1223 hartree
* frontier orbital gap: 3.67 eV
* lowest unoccupied orbital energy: 4.00 eV
* energy relative to the best compared isomer or geometry (same formula, charge and spin): 127.1 kJ/mol
* net charge: -2

XYZ file:
```
112
C39H60N7O2PS2Ti | the OMol25 dataset | ωB97M-V/def2-TZVPD
Ti -0.93 0.55 -1.48
N -4.91 -0.54 -2.94
C -3.83 0.18 -2.39
S -2.48 0.51 -3.46
N -3.91 0.51 -1.15
N -2.73 1.08 -0.69
C -2.86 2.22 0.12
C -4.10 2.59 0.80
C -4.97 1.61 1.30
C -6.15 1.94 1.94
C -6.52 3.27 2.10
C -5.68 4.26 1.60
C -4.50 3.92 0.95
C -1.74 3.00 0.05
C -1.40 4.03 1.02
C -0.29 4.77 0.86
C 0.57 4.51 -0.28
C 0.26 3.46 -1.08
N -0.83 2.66 -0.97
H -5.01 -0.35 -3.93
H -5.76 -0.35 -2.43
H -4.69 0.57 1.19
H -6.79 1.15 2.32
H -7.45 3.53 2.59
H -5.96 5.30 1.69
H -3.89 4.70 0.53
H -2.04 4.15 1.88
H -0.01 5.52 1.59
H 1.46 5.09 -0.46
H 0.92 3.22 -1.92
C 5.13 0.29 5.36
C 4.92 -0.13 3.91
C 4.65 1.04 2.96
C 3.36 1.80 3.22
N 2.20 0.91 3.09
C 0.91 1.39 3.26
S -0.30 1.04 2.24
N 0.76 2.25 4.36
C 1.13 1.81 5.71
C 0.12 0.89 6.41
C 0.07 -0.56 5.92
C 1.39 -1.30 6.08
H 5.52 -0.54 5.96
H 4.20 0.61 5.82
H 5.84 1.11 5.43
H 4.09 -0.84 3.85
H 5.81 -0.66 3.55
H 4.64 0.67 1.94
H 5.48 1.75 3.03
H 3.27 2.63 2.50
H 3.36 2.25 4.21
H 2.24 0.36 2.24
H -0.17 2.64 4.33
H 1.23 2.72 6.31
H 2.11 1.35 5.68
H -0.87 1.34 6.31
H 0.37 0.89 7.48
H -0.24 -0.59 4.88
H -0.70 -1.08 6.49
H 2.13 -0.95 5.37
H 1.26 -2.37 5.91
H 1.81 -1.17 7.09
C -2.89 -2.86 -0.17
O -2.15 -1.92 -0.93
C -1.06 -1.25 -0.28
O -0.66 -1.71 0.76
H -2.48 -2.96 0.84
H -2.86 -3.83 -0.67
H -3.92 -2.51 -0.13
N 0.79 0.50 -1.97
C 2.06 0.98 -1.94
C 2.63 1.46 -0.73
C 3.88 2.04 -0.69
C 4.67 2.14 -1.84
C 4.14 1.66 -3.03
C 2.88 1.09 -3.08
H 1.99 1.42 0.15
H 4.24 2.45 0.24
H 5.65 2.60 -1.80
H 4.73 1.73 -3.95
H 2.48 0.75 -4.03
C -2.83 -4.07 -3.69
C -1.72 -3.58 -4.62
C -2.34 -2.78 -5.77
P -0.48 -2.58 -3.65
C 0.23 -3.95 -2.59
C 0.61 -5.27 -3.26
C 1.36 -3.43 -1.69
C 0.77 -2.29 -5.03
C 2.23 -2.31 -4.57
C 0.47 -0.89 -5.60
H -3.59 -4.62 -4.25
H -3.32 -3.22 -3.20
H -2.45 -4.73 -2.90
H -1.20 -4.45 -5.06
H -2.71 -1.82 -5.41
H -3.18 -3.34 -6.19
H -1.63 -2.60 -6.57
H -0.61 -4.13 -1.92
H 1.32 -5.12 -4.07
H -0.26 -5.79 -3.67
H 1.08 -5.94 -2.53
H 2.33 -3.49 -2.19
H 1.42 -4.03 -0.78
H 1.21 -2.39 -1.39
H 0.63 -3.04 -5.81
H 2.38 -1.67 -3.70
H 2.87 -1.94 -5.37
H 2.57 -3.32 -4.32
H 0.57 -0.15 -4.80
H -0.54 -0.80 -5.98
H 1.18 -0.65 -6.40
```



Below is a structure of composition C21H21N3PtSi, with properties calculated with ωB97M-V/def2-TZVPD.

Properties
* total energy: -1385.3168 hartree
* frontier orbital gap (spin up / spin down): 6.89 / 6.20 eV
* multiplicity: 5
* lowest unoccupied orbital energy (spin up / spin down): -6.82 / -8.85 eV
* net charge: +2

XYZ file:
```
47
C21H21N3PtSi | the OMol25 dataset | ωB97M-V/def2-TZVPD
Pt 0.00 -0.06 -1.23
C 4.15 -1.39 -1.60
C 2.80 -1.19 -1.90
N 1.89 -0.99 -0.95
C 2.27 -0.98 0.37
C 3.61 -1.18 0.73
C 4.55 -1.37 -0.30
C 3.95 -1.20 2.11
C 2.97 -1.06 3.06
C 1.63 -0.89 2.71
C 1.25 -0.81 1.37
N 0.00 -0.65 0.85
C -1.26 -0.80 1.36
C -1.65 -0.87 2.70
C -2.99 -1.04 3.05
C -3.96 -1.19 2.09
C -3.61 -1.18 0.71
C -4.55 -1.39 -0.32
C -4.14 -1.41 -1.62
C -2.79 -1.21 -1.91
N -1.89 -1.00 -0.95
C -2.28 -0.98 0.36
H 4.85 -1.55 -2.41
H 2.43 -1.21 -2.91
H 5.59 -1.52 -0.04
H 4.98 -1.34 2.39
H 3.24 -1.09 4.11
H 0.91 -0.79 3.50
H -0.93 -0.75 3.49
H -3.27 -1.06 4.10
H -5.00 -1.33 2.37
H -5.59 -1.53 -0.07
H -4.83 -1.58 -2.43
H -2.42 -1.22 -2.92
C 1.40 2.89 -0.42
Si 0.01 2.38 -1.53
C 0.27 2.81 -3.31
C -1.64 2.87 -0.86
H 1.40 3.99 -0.39
H 2.38 2.57 -0.78
H 1.25 2.53 0.60
H 0.25 3.91 -3.39
H -0.52 2.42 -3.95
H 1.23 2.47 -3.68
H -1.67 3.96 -0.83
H -1.78 2.51 0.16
H -2.48 2.53 -1.48
```



Below is a structure of composition C29H37ClN7OPrS2, with properties calculated with ωB97M-V/def2-TZVPD.

Properties
* total energy: -3359.0096 hartree
* frontier orbital gap (spin up / spin down): 6.56 / 6.61 eV
* multiplicity: 3
* lowest unoccupied orbital energy (spin up / spin down): -5.94 / -5.89 eV
* net charge: +2

XYZ file:
```
78
C29H37ClN7OPrS2 | the OMol25 dataset | ωB97M-V/def2-TZVPD
Pr 0.48 -1.17 0.55
Cl 0.72 3.00 7.37
C 0.93 2.12 5.90
C 2.21 1.80 5.33
C 2.38 0.92 4.26
C 1.30 0.30 3.62
O 1.48 -0.57 2.65
C -0.02 0.66 4.12
C -1.18 0.11 3.54
N -1.28 -0.67 2.45
C -2.52 -1.23 2.14
C -3.76 -0.73 2.57
C -4.96 -1.44 2.41
C -4.98 -2.62 1.70
C -3.76 -3.08 1.12
C -3.79 -4.25 0.33
C -2.60 -4.71 -0.20
C -1.42 -3.97 -0.03
N -1.40 -2.79 0.65
C -2.54 -2.39 1.29
C -0.19 1.61 5.20
H 3.05 2.29 5.81
H 3.40 0.72 3.94
H -2.12 0.32 4.07
H -3.74 0.23 3.08
H -5.84 -1.07 2.92
H -5.89 -3.20 1.52
H -4.73 -4.77 0.17
H -2.56 -5.64 -0.77
H -0.45 -4.27 -0.44
H -1.18 1.88 5.54
C 2.58 1.11 -2.97
C 1.93 2.04 -3.99
C 0.39 2.02 -3.97
C -0.27 0.91 -4.76
N -0.16 -0.47 -4.23
C -0.43 -0.98 -2.98
S 0.61 -2.18 -2.40
N -1.48 -0.57 -2.23
C -2.51 0.40 -2.65
C -3.31 0.88 -1.48
C -2.57 1.63 -0.37
C -2.24 3.10 -0.65
H 3.69 1.01 -3.12
H 2.14 0.10 -3.00
H 2.40 1.50 -1.96
H 2.29 1.81 -5.01
H 2.24 3.09 -3.77
H -0.01 2.96 -4.38
H 0.01 1.99 -2.93
H 0.15 0.83 -5.79
H -1.34 1.10 -4.93
H 0.68 -0.95 -4.57
H -1.81 -1.29 -1.57
H -3.19 -0.04 -3.40
H -2.06 1.29 -3.13
H -3.83 0.02 -0.99
H -4.13 1.54 -1.87
H -1.67 1.08 -0.08
H -3.24 1.62 0.52
H -1.55 3.27 -1.49
H -1.73 3.54 0.25
H -3.17 3.69 -0.85
C 5.35 2.16 -0.41
C 4.27 1.54 0.52
C 4.07 0.06 0.32
N 2.85 -0.45 0.19
N 2.83 -1.86 0.13
C 4.06 -2.35 0.22
N 4.29 -3.66 0.18
S 5.37 -1.16 0.46
H 5.39 3.23 -0.23
H 5.15 1.95 -1.47
H 6.34 1.72 -0.22
H 3.31 2.05 0.42
H 4.55 1.69 1.60
H 3.49 -4.29 0.08
H 5.23 -4.03 0.17
```



Below is the ion C9H17N3 with charge +2, with properties calculated with ωB97M-V/def2-TZVPD.

Properties
* total energy: -516.5817 hartree
* frontier orbital gap (spin up / spin down): 7.40 / 7.39 eV
* lowest unoccupied orbital energy (spin up / spin down): -9.16 / -9.16 eV
* energy relative to the best compared isomer or geometry (same formula, charge and spin): 425.7 kJ/mol
* net charge: +2

XYZ file:
```
29
C9H17N3 | the OMol25 dataset | ωB97M-V/def2-TZVPD
C 0.27 -0.31 1.07
C -1.71 -1.21 0.13
C 0.17 2.03 0.68
C -2.40 -2.23 -0.35
C -3.59 -2.80 0.38
C -2.27 -2.71 -1.80
C 3.30 0.45 0.45
C 1.53 3.17 -1.20
C 2.26 0.93 1.49
N 0.86 0.85 1.03
N -0.94 -0.22 0.47
N 0.60 3.03 0.02
H 0.80 -1.13 1.38
H -3.36 -3.82 0.56
H -3.88 -2.18 1.29
H -4.34 -2.65 -0.36
H -2.26 -3.81 -1.67
H -3.11 -2.54 -2.38
H -1.25 -2.36 -2.03
H 4.20 0.44 1.01
H 3.07 -0.49 0.02
H 3.35 1.17 -0.37
H 0.80 3.20 -2.01
H 2.11 2.34 -1.40
H 1.99 4.18 -1.11
H 2.39 0.14 2.26
H 2.52 1.90 1.81
H -1.26 0.72 0.50
H 0.12 3.94 0.15
```



Below is a cluster of 2 separate species, C2H7N5O2S in total, with properties calculated with ωB97M-V/def2-TZVPD.

Properties
* total energy: -902.0653 hartree
* frontier orbital gap (spin up / spin down): 8.90 / 8.83 eV
* lowest unoccupied orbital energy (spin up / spin down): -10.89 / -10.94 eV
* net charge: +2

XYZ file:
```
17
C2H7N5O2S | the OMol25 dataset | ωB97M-V/def2-TZVPD
C -1.20 -1.00 0.20
C 0.55 0.74 0.18
N -2.68 0.72 0.13
N 1.85 0.86 0.00
N -0.25 1.74 0.37
N -1.82 -2.08 0.20
N 0.04 -0.58 0.17
O -5.15 1.13 0.14
O -4.24 -1.25 0.15
S -4.11 0.19 0.14
H 2.29 1.77 0.00
H 2.48 0.08 -0.15
H 0.09 2.70 0.40
H -1.27 1.59 0.41
H -2.89 -2.03 0.19
H -1.42 -3.03 0.22
H 0.77 -1.30 0.15
```



Below is a cluster of 11 separate species, H22O11 in total, with properties calculated with ωB97M-V/def2-TZVPD.

Properties
* structure (SMILES): O.O.O.O.O.O.O.O.O.O.O
* total energy: -840.8459 hartree
* frontier orbital gap: 10.33 eV
* lowest unoccupied orbital energy: -0.11 eV
* energy relative to the best compared isomer or geometry (same formula, charge and spin): 90.0 kJ/mol
* net charge: 0

XYZ file:
```
33
H22O11 | the OMol25 dataset | ωB97M-V/def2-TZVPD
O 0.32 -3.43 0.95
H -0.37 -2.86 1.34
H -0.08 -4.30 0.89
O -1.09 -0.73 -2.17
H -1.79 -1.34 -2.45
H -1.05 -0.05 -2.86
O 0.26 0.56 -0.08
H 0.23 0.00 0.71
H -0.08 0.00 -0.79
O 0.40 -0.95 2.57
H 1.08 -1.37 3.11
H 0.31 -0.05 2.92
O -2.38 1.97 0.25
H -3.31 1.92 -0.01
H -1.89 1.75 -0.55
O -2.43 -1.63 1.88
H -2.99 -1.81 2.64
H -1.59 -1.32 2.24
O 3.00 -0.39 0.12
H 2.99 -1.08 -0.55
H 2.13 0.01 0.03
O 1.23 -2.43 -1.52
H 0.91 -2.78 -0.66
H 0.46 -1.95 -1.85
O -0.62 2.04 -2.68
H 0.13 1.73 -2.15
H -0.25 2.19 -3.56
O 0.02 3.30 1.51
H -0.58 2.66 1.09
H 0.36 2.87 2.30
O 2.15 2.66 -1.25
H 1.52 2.27 -0.63
H 2.99 2.56 -0.80
```



Below is a structure of composition C37H35Cl2FN7O2STi, with properties calculated with ωB97M-V/def2-TZVPD.

Properties
* total energy: -4232.8040 hartree
* frontier orbital gap (spin up / spin down): 6.90 / 6.90 eV
* multiplicity: 2
* lowest unoccupied orbital energy (spin up / spin down): -0.72 / -0.76 eV
* energy relative to the best compared isomer or geometry (same formula, charge and spin): 151.3 kJ/mol
* net charge: 0

XYZ file:
```
86
C37H35Cl2FN7O2STi | the OMol25 dataset | ωB97M-V/def2-TZVPD
Ti 0.16 -0.46 -0.58
Cl 6.81 -0.06 0.32
C 5.19 -0.67 0.35
C 4.28 -0.20 -0.57
C 2.97 -0.65 -0.54
N 1.94 -0.18 -1.36
C 2.06 0.16 -2.66
O 3.06 0.21 -3.36
C 0.72 0.59 -3.23
C 0.62 1.05 -4.53
C -0.59 1.56 -4.96
C -1.67 1.58 -4.09
C -1.51 1.04 -2.83
N -0.34 0.55 -2.41
C 2.55 -1.63 0.39
C 3.48 -2.10 1.31
C 4.79 -1.61 1.29
Cl 5.90 -2.21 2.48
N 1.21 -2.05 0.21
C 0.77 -3.19 0.80
O 1.32 -3.82 1.68
C -0.55 -3.72 0.28
C -1.16 -4.70 1.05
C -2.30 -5.32 0.59
C -2.79 -4.95 -0.65
C -2.14 -3.94 -1.34
N -1.05 -3.31 -0.89
H 4.58 0.53 -1.31
H 1.51 1.03 -5.15
H -0.69 1.96 -5.96
H -2.63 1.99 -4.38
H -2.34 0.99 -2.13
H 3.21 -2.83 2.05
H -0.70 -4.97 1.99
H -2.79 -6.09 1.17
H -3.67 -5.41 -1.09
H -2.52 -3.65 -2.31
C 0.41 3.57 -0.74
C 1.72 3.41 0.02
C 2.88 3.12 -0.94
C 1.74 2.52 1.26
C 2.79 2.81 2.13
C 2.91 2.23 3.37
C 1.89 1.40 3.82
C 0.82 1.07 3.01
C -0.34 0.28 3.62
C -0.44 0.46 5.14
C -0.32 -1.20 3.30
C 0.80 1.54 1.67
N -0.14 0.96 0.76
C -1.49 1.25 0.92
C -2.02 2.40 1.51
C -3.39 2.60 1.60
C -4.29 1.67 1.10
C -3.81 0.50 0.53
C -2.45 0.34 0.48
F -1.94 -0.85 -0.07
H 0.54 4.32 -1.53
H -0.40 3.90 -0.10
H 0.10 2.64 -1.21
H 1.93 4.40 0.44
H 2.75 2.17 -1.43
H 3.83 3.09 -0.41
H 2.94 3.90 -1.70
H 3.53 3.54 1.81
H 3.75 2.46 4.01
H 1.94 1.02 4.83
H -1.26 0.69 3.22
H 0.36 -0.06 5.66
H -1.38 0.04 5.49
H -0.40 1.51 5.43
H 0.61 -1.67 3.64
H -0.40 -1.37 2.23
H -1.16 -1.71 3.79
H -1.33 3.13 1.93
H -3.76 3.50 2.07
H -5.36 1.83 1.17
H -4.45 -0.28 0.13
N -3.92 -1.24 -4.77
C -3.45 -1.67 -3.58
N -2.11 -1.77 -3.50
S -4.48 -2.00 -2.32
H -3.31 -0.93 -5.51
H -4.91 -1.07 -4.85
H -1.55 -1.68 -4.34
H -1.68 -2.25 -2.72
```



Below is a cluster of 2 separate species, C8H10 in total, with properties calculated with ωB97M-V/def2-TZVPD.

Properties
* structure (SMILES): c1ccccc1.C=C
* total energy: -310.7012 hartree
* frontier orbital gap: 9.21 eV
* lowest unoccupied orbital energy: 0.76 eV
* energy relative to the best compared isomer or geometry (same formula, charge and spin): 353.0 kJ/mol
* net charge: 0

XYZ file:
```
18
C8H10 | the OMol25 dataset | ωB97M-V/def2-TZVPD
C 0.33 1.20 0.55
C -0.02 -0.14 0.78
C 0.78 -1.34 0.50
C 2.02 -1.06 -0.19
C 2.38 0.25 -0.40
C 1.56 1.35 -0.09
C -1.82 -0.38 -0.47
C -2.99 0.16 -0.22
H -0.22 2.05 0.90
H -0.92 -0.22 1.24
H 0.59 -2.31 0.86
H 2.55 -1.95 -0.59
H 3.29 0.47 -0.87
H 2.04 2.36 -0.23
H -1.00 0.06 -0.89
H -1.67 -1.44 -0.60
H -3.13 1.26 -0.46
H -3.76 -0.31 0.19
```



Below is an isolated molecule of C22H26N2O4, with properties calculated with ωB97M-V/def2-TZVPD.

Properties
* structure (SMILES): COc1ccccc1OCc1cc(C(=O)N2C[C@@H]3C[C@H]4C[C@@H](C3)C[C@@H]2C4)no1
* total energy: -1264.3645 hartree
* frontier orbital gap: 9.05 eV
* lowest unoccupied orbital energy: 0.54 eV
* energy relative to the best compared isomer or geometry (same formula, charge and spin): 353.1 kJ/mol
* net charge: 0

XYZ file:
```
54
C22H26N2O4 | the OMol25 dataset | ωB97M-V/def2-TZVPD
C -2.29 -0.64 -2.55
H -2.25 0.10 -3.35
O -3.17 -0.10 -1.59
C -3.35 -0.77 -0.41
C -2.79 -2.01 -0.14
C -3.04 -2.66 1.06
C -3.86 -2.08 2.00
C -4.41 -0.83 1.76
C -4.16 -0.16 0.57
O -4.78 1.06 0.46
C -4.24 2.06 -0.38
C -2.77 2.22 -0.20
C -1.95 1.94 0.86
C -0.65 2.22 0.37
N -0.71 2.63 -0.87
O -2.02 2.63 -1.23
C 0.62 2.16 1.16
O 0.88 3.05 1.94
N 1.39 1.06 0.97
C 2.64 1.02 1.71
C 3.84 0.48 0.93
C 3.93 -1.05 1.02
C 2.94 -1.73 0.09
C 3.29 -1.34 -1.34
C 3.06 0.16 -1.52
C 1.56 0.43 -1.38
H 1.34 1.48 -1.56
C 1.04 0.04 0.00
C 1.48 -1.37 0.41
H 1.29 -1.51 1.48
H 0.84 -2.07 -0.13
H -0.06 0.03 -0.03
H 1.03 -0.15 -2.14
C 3.91 0.96 -0.52
H 3.62 2.01 -0.57
H 4.95 0.89 -0.85
H 3.36 0.45 -2.53
H 2.66 -1.90 -2.05
H 4.33 -1.59 -1.55
H 3.04 -2.81 0.21
H 3.76 -1.36 2.05
H 4.94 -1.36 0.74
H 4.72 0.89 1.45
H 2.83 2.05 2.01
H 2.50 0.43 2.62
H -2.22 1.60 1.84
H -4.45 1.86 -1.44
H -4.76 2.98 -0.08
H -5.04 -0.35 2.48
H -4.07 -2.58 2.93
H -2.59 -3.63 1.24
H -2.16 -2.49 -0.87
H -1.29 -0.78 -2.15
H -2.67 -1.58 -2.95
```



Below is a cluster of 2 separate species, C2H3ClN2 in total, with properties calculated with ωB97M-V/def2-TZVPD.

Properties
* total energy: -647.6012 hartree
* frontier orbital gap: 9.69 eV
* lowest unoccupied orbital energy: 0.80 eV
* energy relative to the best compared isomer or geometry (same formula, charge and spin): 316.8 kJ/mol
* net charge: 0

XYZ file:
```
8
C2H3ClN2 | the OMol25 dataset | ωB97M-V/def2-TZVPD
C -1.38 0.94 -1.53
C 0.34 -1.78 0.34
N -0.30 1.22 -1.65
N 0.61 -0.71 1.10
Cl -1.11 -1.65 -0.44
H -2.32 0.71 -1.12
H 1.47 -0.62 1.51
H 0.11 0.17 1.39
```